Molecular formula: C18H28F3NO15S2
Method: DFT, ωB97M-V with the def2-TZVPD basis set

HOMO energy: -0.375 hartree
ΔE to the lowest compared entry with this formula, charge and spin: 0.0 kcal/mol
SMILES string: O=C1OC[C@@H](F)O1.O=C1OC[C@@H](F)O1.O=C1OC[C@@H](F)O1.C[N+](=O)[O-].O=S1(=O)CCCC1.O=S1(=O)CCCC1

The geometry in XYZ format:
```
67
C18H28F3NO15S2 | the OMol25 dataset | ωB97M-V with the def2-TZVPD basis set
F 1.89 -5.95 4.53
C 2.56 0.52 6.26
H 0.36 0.91 6.10
H -0.12 -0.57 4.29
O 4.03 -1.43 4.91
H -4.53 2.68 1.24
H 1.44 -1.28 -0.31
C -1.84 2.80 -3.32
H -0.55 -1.16 -5.62
H 2.48 -1.97 -5.75
O -3.47 2.64 -6.36
O -0.32 -3.22 2.45
S 3.49 -0.04 4.76
F 1.70 -0.31 -5.05
C -0.79 2.42 -5.51
O 4.30 1.02 4.12
C 2.77 -4.78 2.76
H 1.62 0.80 3.43
C 1.60 -1.68 -5.17
C 1.09 0.10 6.06
C 0.49 -2.71 -3.58
C 0.51 -1.06 0.21
C 0.20 -1.96 -5.68
O -0.37 1.07 0.40
O -0.38 0.19 -1.57
N -0.06 0.18 -0.40
H -1.88 2.79 0.50
H 0.71 -0.86 1.26
C 1.87 -5.89 3.21
C 0.60 -4.01 2.64
H 0.09 -2.20 -6.74
H -2.38 3.68 -3.69
O -0.18 -2.80 -4.66
C -3.24 5.56 1.31
O -3.37 6.76 1.40
H -0.13 1.73 -6.03
H -2.45 0.74 -3.39
O 1.88 -3.65 2.63
O -2.20 0.38 -6.28
H -0.24 -1.84 0.10
O -2.17 4.91 0.85
H -3.79 1.77 -3.70
F -3.00 2.97 2.56
C -3.69 3.34 1.46
H 0.84 -0.52 6.92
C 1.93 -0.20 3.74
H -1.00 3.34 -6.06
H 3.21 -4.97 1.79
H 0.24 3.24 -3.68
C 0.87 -0.69 4.71
H -2.96 3.60 -0.60
H 3.52 -4.50 3.50
C -2.72 1.69 -3.85
H -0.03 1.66 -3.57
O 1.59 -2.06 -3.86
O -4.19 4.65 1.55
H 3.12 0.11 7.10
H 2.15 -6.89 2.88
O 0.60 -5.48 2.77
C -2.61 3.60 0.43
H 1.00 -1.75 4.96
H -1.83 2.89 -2.24
S -2.50 1.70 -5.76
O 0.13 -3.20 -2.54
C -0.51 2.52 -4.03
H 2.51 1.61 6.28
H 2.13 -0.92 2.94
```